Computed, not measured: an isolated molecule of C5H7NO, with wB97M-V/def2-TZVPD.

Geometry as XYZ:
```
14
Properties=species:S:1:pos:R:3:forces:R:3:nbo_charge:R:1
C 1.88443 0.64181 0.06993 0.0808 -0.0323 -0.0700 -0.6480
C 0.60332 -0.07517 0.28970 -0.1053 0.2609 -0.1444 0.2021
C -0.50746 -0.22421 -0.48550 0.1579 0.0262 0.2523 0.0783
N -0.57020 -0.11799 -1.89143 -0.0794 -0.0363 0.0559 -0.8183
C -1.61071 -0.38425 0.42361 -0.0078 -0.0147 0.0759 -0.3530
C -1.07322 -0.35745 1.66900 -0.2558 -0.0153 -0.0466 0.1058
O 0.26173 -0.20020 1.60977 -0.0669 0.1569 0.0576 -0.4108
H 2.06698 0.79920 -0.99449 0.0263 -0.0957 0.1051 0.2256
H 1.75457 1.62501 0.53779 0.2382 -0.0180 -0.1018 0.2221
H 2.74991 0.16192 0.53584 -0.1113 -0.0282 -0.1426 0.2220
H -1.50047 -0.30853 -2.23906 0.1128 0.0112 0.0046 0.3712
H 0.08836 -0.72611 -2.36160 -0.0748 0.0910 0.0745 0.3764
H -2.66176 -0.43200 0.17081 0.1520 -0.1602 0.0539 0.2244
H -1.48546 -0.40202 2.66561 -0.0667 -0.1455 -0.1744 0.2019
```
Forces are in eV/Å.

Properties
- SMILES = Cc1occc1N
- Kohn-Sham gap (eV) = 8.84
- HOMO energy (Eh) = -0.2864

Computed, not measured: a structure of composition C26H19F6GeN2O4ReS3, with wB97M-V/def2-TZVPD.

Geometry as XYZ:
```
62
Properties=species:S:1:pos:R:3:forces:R:3:nbo_charge:R:1
Re 2.24613 0.83825 0.53738 -10.3594 -6.7000 -4.1010 0.8524
F 5.88873 2.44745 2.98948 -0.2887 -0.1162 -0.3902 -0.2707
C 5.93683 2.21925 1.68438 1.4412 0.4401 0.5941 0.8083
F 6.37533 3.29415 1.05208 -0.4119 -0.3619 -0.0052 -0.2651
F 6.73223 1.19155 1.44398 -0.7809 0.1789 -0.1769 -0.2611
S 4.19853 1.87915 1.12288 5.3024 3.9029 2.0054 2.1330
O 3.68953 0.76725 1.91628 1.2673 -1.7284 2.2948 -0.8365
O 4.10893 1.54035 -0.26732 0.7298 -0.7127 -2.1155 -0.8034
N 3.48453 3.21235 1.49658 0.7712 -0.7218 0.3010 -1.1556
S 2.12713 3.62065 0.83638 -1.8895 1.9642 0.0682 2.1971
O 1.77563 2.72425 -0.27942 -0.0306 -0.4675 -0.8629 -0.8849
O 1.08073 3.76565 1.78258 0.1658 0.7099 0.2048 -0.8610
C 2.50493 5.22595 -0.03782 0.5809 0.6228 -0.4729 0.7891
F 2.58083 6.22595 0.81738 -0.1860 -0.5074 0.0499 -0.2664
F 3.68663 5.04025 -0.61502 -0.0506 -0.0310 -0.0053 -0.2902
F 1.59903 5.47815 -0.96432 -0.0358 -0.3456 0.4471 -0.2697
S -1.28227 0.58945 0.22438 -0.9803 -0.8562 -0.3841 0.4290
C -0.64247 0.93585 1.84998 0.0452 0.0642 0.2634 0.0617
C -1.52447 1.29695 2.86258 0.1067 0.0283 -0.1926 -0.2269
C -1.02637 1.73985 4.07658 0.3594 -0.0127 -0.0932 -0.1053
C 0.34793 1.78785 4.24638 -0.2216 -0.0905 -0.0648 -0.1933
C 1.15663 1.40055 3.19858 -0.0249 -0.1584 0.7595 0.0617
N 0.69823 0.99055 2.00818 0.0116 -0.0220 -0.2032 -0.4401
H -2.58947 1.26055 2.69298 0.0083 0.0092 -0.0473 0.2611
H -1.68947 2.04855 4.86978 -0.1140 0.0033 0.0159 0.2570
H 0.78983 2.12865 5.17118 0.0497 -0.0382 -0.0116 0.2592
H 2.22763 1.39565 3.32788 -0.0888 0.0858 0.0471 0.2300
C 1.27673 -0.53705 -0.21662 3.5011 3.6115 1.4582 -0.4009
Ge -0.30637 -1.38655 -1.05412 0.9983 -0.2657 -0.3256 1.4920
C -2.95557 -0.09895 0.48908 0.1279 0.3031 -0.0404 -0.1050
C -3.87617 0.17385 -0.51672 0.2629 0.1394 0.0475 -0.2391
C -5.16377 -0.32805 -0.41312 -0.0165 -0.1019 -0.0013 -0.1828
C -5.53507 -1.07835 0.69208 0.1254 0.0508 -0.0705 -0.1683
C -4.60267 -1.36055 1.67818 0.1250 0.0132 0.0243 -0.1746
C -3.30157 -0.89105 1.57418 0.1474 -0.0985 0.0233 -0.2733
C -0.48067 -3.32555 -0.56822 -0.1248 1.4187 -0.2662 -0.3243
C 0.74903 -3.97825 -0.58142 -0.1498 0.2596 0.0419 -0.2479
C 0.76303 -5.35925 -0.48542 0.1218 -0.0887 0.0070 -0.1857
C -0.42517 -6.06455 -0.35872 0.0309 0.0853 -0.0102 -0.1595
C -1.63827 -5.39505 -0.31092 -0.0907 0.0925 0.0033 -0.1863
C -1.67797 -4.01385 -0.42982 -0.0115 0.1189 -0.0027 -0.2466
C -0.31177 -0.67255 -2.92202 -0.2104 -0.4638 1.3633 -0.3490
C -0.93027 -1.36835 -3.95672 -0.0806 -0.0814 0.1563 -0.2300
C -0.78107 -0.90545 -5.25602 -0.0532 -0.0699 0.0413 -0.1894
C -0.02927 0.23375 -5.50232 -0.0443 -0.0336 0.0693 -0.1563
C 0.57903 0.91735 -4.45812 0.0681 0.1482 0.0121 -0.1841
C 0.44083 0.47225 -3.15502 -0.0347 -0.0190 0.0296 -0.2480
H -3.58117 0.77205 -1.36472 -0.0559 0.1423 -0.1359 0.2377
H -5.87917 -0.12915 -1.19452 -0.0643 0.0787 -0.0910 0.2453
H -6.54287 -1.45015 0.78318 -0.1148 -0.0242 -0.0051 0.2450
H -4.88397 -1.94715 2.53828 -0.0089 -0.0990 0.0755 0.2414
H -2.57707 -1.14195 2.33368 0.0534 -0.0309 0.1024 0.2338
H 1.66603 -3.40575 -0.66072 0.1015 -0.1550 -0.0197 0.2296
H 1.70553 -5.88445 -0.50612 0.0746 -0.0532 -0.0056 0.2406
H -0.40737 -7.14185 -0.29942 0.0261 -0.0823 0.0502 0.2414
H -2.55807 -5.94605 -0.18842 -0.0718 -0.0554 -0.0199 0.2389
H -2.61987 -3.48305 -0.40742 -0.0854 -0.0443 -0.0257 0.2255
H -1.51377 -2.25815 -3.75012 0.0253 0.0017 -0.0786 0.2318
H -1.24927 -1.43465 -6.07402 -0.0149 -0.0171 -0.0034 0.2422
H 0.07953 0.59265 -6.51472 0.0350 0.0230 -0.0634 0.2406
H 1.16633 1.79875 -4.66402 0.0547 0.0893 -0.0217 0.2333
H 0.92093 0.98005 -2.32302 -0.0233 0.0682 -0.2431 0.2228
```
Forces are in eV/Å.

Properties
- Kohn-Sham gap (eV) = 7.39
- HOMO energy (Eh) = -0.5343
- charge = +2

| no. | calculated total energy (eV) |
| --- | --- |
| 1 | -8835.297 |
| 2 | -145875.122 |